[1]
# C22H42Cl18F3N2O2

10 unconnected molecules or ions with the total composition C22H42Cl18F3N2O2 (ωB97M-V/def2-TZVPD, the Open Molecules 2025 dataset).

For the total energy, the calculation gives -264117.113 eV. Its HOMO energy is -0.086 hartree. Its charge is -1. As for the orbital gap: 4.0 eV.

Cartesian coordinates (Å):
C 4.7934 2.0535 0.7050
N 3.4012 1.9735 1.2889
C 3.2917 0.9884 2.4305
C 2.8177 3.3295 1.6189
O 3.1276 3.8263 2.8482
C 1.9083 4.2568 0.6237
C 0.3018 3.9291 0.6224
C -0.1710 3.0341 1.9165
C -1.7616 2.6003 1.6332
C -1.8768 0.9970 1.1692
C -3.1205 0.2036 1.8882
N -2.9112 0.0885 3.4107
C 0.0838 3.0216 -0.7663
C 0.9108 1.6104 -0.7647
O 0.4368 0.7967 -1.8937
C 0.2560 -0.6175 -1.5338
C 1.6685 -1.3715 -1.0706
F 1.5732 -2.7971 -1.5003
F 2.8442 -0.7309 -1.7275
F 1.8359 -1.3879 0.4288
H 5.6105 1.6888 1.4730
H 5.0045 3.1234 0.2692
H 4.8396 1.2684 -0.1938
H 4.1295 1.2759 3.2119
H 3.5055 -0.0982 2.0059
H 2.2082 0.9599 2.8798
H 2.1219 5.3964 0.9029
H 2.3610 4.1168 -0.4716
H 0.4004 2.0256 2.0617
H -0.1770 3.7414 2.8483
H -2.4436 2.8263 2.5859
H -2.2465 3.2080 0.7516
H -0.8928 0.3861 1.4387
H -1.9397 0.9722 -0.0216
H -4.1851 0.6321 1.6451
H -3.0834 -0.9201 1.4949
H -1.8607 0.0498 3.5754
H -3.2419 -0.8779 3.6725
H -1.0492 2.8994 -1.0518
H 0.5630 3.6912 -1.6305
H 2.0426 1.8591 -0.9734
H 0.8085 0.9638 0.2040
H -0.2070 -1.1592 -2.4918
H -0.5456 -0.7760 -0.6759
C -2.2191 6.0175 3.0076
Cl -3.2610 4.6135 3.2689
Cl -2.0662 6.3844 1.2851
H -2.6515 6.8813 3.5184
H -1.2278 5.8057 3.4156
C 4.0546 1.0183 6.5621
Cl 2.3827 0.9949 5.9883
Cl 5.1913 0.8735 5.2159
H 4.2388 1.9608 7.0834
H 4.2071 0.1814 7.2479
C 1.5351 -6.1865 -1.7990
Cl 2.0875 -7.1862 -0.4498
Cl 2.0574 -6.8621 -3.3469
H 0.4436 -6.1379 -1.7823
H 1.9509 -5.1818 -1.6910
C -3.8631 4.4500 -2.4962
Cl -2.5594 4.3253 -1.3089
Cl -4.1168 2.9101 -3.3265
H -4.7853 4.7339 -1.9836
H -3.6010 5.2127 -3.2336
C -0.4193 -6.0874 -6.1911
Cl -1.4612 -7.4914 -5.9299
Cl -0.2664 -5.7205 -7.9137
H -0.8517 -5.2236 -5.6804
H 0.5720 -6.2992 -5.7832
C -5.5305 1.9710 -6.9484
Cl -7.2051 2.5320 -7.0253
Cl -4.5944 2.5724 -8.3222
H -5.0762 2.3327 -6.0228
H -5.5203 0.8784 -6.9621
C 1.4740 -9.0898 -8.9804
Cl 2.5650 -9.3320 -10.3501
Cl 2.0112 -10.0085 -7.5689
H 1.4526 -8.0273 -8.7262
H 0.4716 -9.4223 -9.2609
C -0.4445 -6.4443 2.4035
Cl -0.8180 -6.0577 0.7195
Cl -0.8872 -5.1102 3.4757
H -1.0035 -7.3364 2.6962
H 0.6277 -6.6339 2.4957
C -0.8763 2.0004 8.1002
Cl -1.2130 1.1627 6.5804
Cl 0.4185 3.1872 7.8991
H -1.7818 2.5145 8.4313
H -0.5729 1.2669 8.8511

Atoms 1-3, force components in eV/Å:
C -0.1126 -0.8644 -0.9548
N -0.6878 1.1858 0.4183
C 0.8103 -0.3057 -0.0692

[2]
# C22H42Cl3CuN2O4SSi

A molecular structure, C22H42Cl3CuN2O4SSi (ωB97M-V/def2-TZVPD, the Open Molecules 2025 dataset).

Its multiplicity is 2. For the total energy, the calculation gives -135587.896 eV. Its HOMO energy (spin up / spin down) is -0.110 / -0.107 hartree. Its expectation value of S² is 0.75. Its charge is -1. As for the orbital gap (spin up / spin down): 5.3 / 4.9 eV. The calculation puts the energy above the lowest of the compared OMol25 structures with the same formula, charge and spin at 69.6 kcal/mol.

Cartesian coordinates (Å):
C -3.8415 0.6776 -2.3316
C -3.2183 0.4682 -3.6767
H -4.2296 1.7014 -2.2414
H -3.1209 0.5097 -1.5220
H -4.6862 -0.0192 -2.1898
C -3.7218 0.9949 -4.8169
C -4.8809 1.9283 -4.9032
H -3.3011 0.7103 -5.7819
H -4.8124 2.7865 -4.2153
H -5.8386 1.4102 -4.7287
H -4.8967 2.3414 -5.9208
Cu 0.8796 -1.5202 1.7411
Cl 1.7937 -3.4669 1.4590
Cl -1.2783 -1.3764 1.5450
H 5.5773 -0.0423 3.8698
H 4.1553 -2.1965 6.0994
C 4.6768 0.3880 4.3286
C 3.8347 -1.1498 6.0783
N 3.7490 -0.6615 4.7057
H 4.2062 1.1071 3.6527
C 2.9416 -1.2623 3.8169
O 2.6981 -0.8575 2.6579
H 2.8710 -1.0567 6.5871
H 2.5151 -2.2053 4.2084
H 4.9731 0.8780 5.2583
H 4.5801 -0.5281 6.5763
H -2.1676 3.3004 3.0201
H -0.5411 2.5208 -0.0461
C -1.1899 3.7613 2.8159
C -0.0500 3.2075 0.6520
N -0.3282 2.8583 2.0456
H -0.7244 3.9985 3.7791
C 0.1739 1.7293 2.5508
O 0.6625 0.7659 2.0028
H 1.0316 3.1843 0.4696
H 0.1498 1.7702 3.8030
H -1.3407 4.6719 2.2278
H -0.4273 4.2192 0.4852
O -1.0790 -0.0679 -2.7112
C -2.0067 -0.4598 -3.7194
C -0.8533 0.4530 -5.8063
C -1.4127 -0.6180 -5.1075
H -0.8170 1.4384 -5.3310
C -0.4016 0.2722 -7.1172
H -2.3856 -1.4379 -3.3853
C -1.5210 -1.8743 -5.7142
H 0.0215 1.1161 -7.6630
C -0.4790 -0.9924 -7.7219
C -1.0533 -2.0502 -7.0118
H -1.9972 -2.6840 -5.1551
H -0.1099 -1.1382 -8.7427
H -1.1389 -3.0354 -7.4800
Si 0.6005 -0.0624 -2.4833
Cl 0.8435 2.3049 4.9683
C 1.2021 1.5706 -3.1387
C 1.3351 -1.5247 -3.3773
C 0.7720 -0.2489 -0.6734
H 1.1952 1.6002 -4.2390
H 2.2351 1.7645 -2.8069
H 0.5575 2.3923 -2.7851
H 0.0187 0.3435 -0.1520
H 1.7622 -0.0114 -0.2725
H 0.5454 -1.3094 -0.4592
H 1.1450 -1.5055 -4.4616
H 0.9071 -2.4644 -2.9898
H 2.4291 -1.5779 -3.2376
C 0.5938 -3.7458 5.8072
S -0.2582 -2.1572 5.7128
C -0.0991 -1.6682 7.4511
O 0.6048 -1.2288 4.9088
H 1.2432 -3.7895 6.6944
H 1.1705 -3.9042 4.8874
H -0.1805 -4.5223 5.8951
H 0.0998 -0.5932 7.4690
H -1.0556 -1.8908 7.9381
H 0.6927 -2.2394 7.9489

Atoms 1-3, force components in eV/Å:
C -0.0520 0.1794 0.2940
C 0.0315 0.3785 -1.3832
H 0.0107 -0.2599 0.0371

[3]
# C22H42Cl9N7O16

A molecular structure, C22H42Cl9N7O16 (ωB97M-V/def2-TZVPD, the Open Molecules 2025 dataset).

Its multiplicity is 2. For the total energy, the calculation gives -179361.300 eV. Its HOMO energy (spin up / spin down) is -0.056 / -0.176 hartree. Its expectation value of S² is 0.75. Its charge is -1. As for the orbital gap (spin up / spin down): 2.5 / 5.8 eV.

Cartesian coordinates (Å):
C -2.3172 -0.9663 -2.6479
C -1.0848 -0.7419 -1.6521
C -1.1009 0.7058 -1.0354
N 0.1425 0.9861 -0.1083
C 1.4495 0.8876 -0.9206
C 0.1141 0.0752 1.0553
C 0.6721 0.8876 2.2291
C 0.6711 2.3318 1.7875
C -0.0673 2.3902 0.4534
H -2.9926 -0.1141 -2.5723
H -2.8940 -1.8841 -2.5338
H -2.0680 -1.0228 -3.7076
H -0.1638 -0.8087 -2.2312
H -1.1399 -1.4157 -0.7971
H -1.9411 0.8371 -0.3536
H -1.1904 1.4833 -1.7942
H 1.5703 -0.1849 -1.0729
H 2.2045 1.3453 -0.2814
H 1.2412 1.4329 -1.8411
H 0.6828 -0.8074 0.7627
H -0.9172 -0.2395 1.2147
H 1.7251 0.7197 2.4555
H 0.1745 0.7842 3.1933
H 1.6367 2.7975 1.5905
H 0.1408 3.0845 2.3708
H 0.2032 3.1851 -0.2415
H -1.1336 2.5674 0.5938
Cl -3.7103 -0.7719 2.3307
O -2.5098 -1.0092 3.0949
O -3.4827 -1.2247 1.0036
O -4.8757 -1.4504 2.8999
O -4.0418 0.6163 2.3057
C 3.3585 5.7927 2.9653
Cl 2.5628 6.9483 1.9559
Cl 2.3372 4.9860 4.2328
Cl 3.8904 4.6295 1.7990
Cl 4.8411 6.4028 3.6891
C 1.9264 0.0278 -5.9359
Cl 2.8642 -1.1134 -6.9835
Cl 1.8608 1.5980 -6.7572
Cl 0.2865 -0.7368 -5.8654
Cl 2.5044 0.3314 -4.2589
C 2.0338 1.5297 7.5792
N 2.2427 1.4492 6.0971
O 1.2337 1.3159 5.4457
O 3.3576 1.6788 5.6314
H 1.4368 2.4281 7.7363
H 2.9241 1.8053 8.1444
H 1.4878 0.6473 7.9126
C 1.1182 -4.5678 -4.2915
N 0.2400 -4.1317 -3.2249
O 0.5924 -4.4739 -2.1038
O -0.6556 -3.3212 -3.4492
H 1.7708 -5.3903 -3.9986
H 1.7634 -3.7103 -4.4822
H 0.4826 -4.7626 -5.1552
C -5.1499 3.3087 -0.3762
N -5.1234 2.3690 -1.5352
O -6.1520 1.9858 -2.0010
O -4.0177 2.0819 -2.0146
H -5.5734 4.2572 -0.7062
H -4.1920 3.4451 0.1258
H -5.7941 2.8961 0.4003
C -1.0725 4.5167 -4.3258
N -0.0940 3.4022 -4.3237
O 1.0066 3.4889 -3.7081
O -0.5703 2.3317 -4.8049
H -1.4706 4.6495 -3.3198
H -1.8283 4.2274 -5.0560
H -0.5261 5.3992 -4.6586
C -4.2777 -4.2832 -2.1946
N -4.0142 -4.7005 -3.5906
O -4.0677 -3.8221 -4.4794
O -3.9429 -5.9320 -3.7492
H -4.3607 -3.2048 -2.0593
H -3.4341 -4.7048 -1.6480
H -5.1769 -4.8557 -1.9671
C 4.9892 -0.1395 3.5400
N 4.4668 0.2073 2.1371
O 4.3786 -0.6363 1.2552
O 4.2518 1.4451 1.9626
H 5.8002 0.5810 3.6455
H 5.1800 -1.2085 3.6348
H 4.1660 0.1088 4.2099
C 0.4085 -3.6299 0.9303
C 1.7301 -3.4806 0.6188
C 2.6006 -3.5240 1.6785
C 2.1557 -3.3144 2.9828
C 0.8399 -3.3824 3.2238
C -0.0889 -3.5293 2.2302
H -0.3523 -3.6664 0.1646
H 2.0547 -3.3706 -0.4054
H 3.6420 -3.3010 1.4995
H 2.8538 -3.1193 3.7834
H 0.4428 -3.2293 4.2164
H -1.1458 -3.5058 2.4512

Atoms 1-3, force components in eV/Å:
C 0.4064 0.5972 0.3341
C -1.0406 1.2437 -0.4927
C 0.1898 -1.0118 0.1133

[4]
# C22H42FN2O5

2 unconnected molecules or ions with the total composition C22H42FN2O5 (ωB97M-V/def2-TZVPD, the Open Molecules 2025 dataset).

For the total energy, the calculation gives -39419.742 eV. Its HOMO energy is -0.403 hartree. Its charge is +1. As for the orbital gap: 8.4 eV.

Cartesian coordinates (Å):
C 4.0076 0.2968 1.1298
C 3.9041 0.6362 -0.2088
C 3.3558 -0.3082 -1.3454
C 1.7952 -0.3280 -1.4346
C 1.0464 0.6668 -0.4745
C -0.4144 0.7920 -0.9842
C -0.5661 1.6802 -2.2924
O 0.1635 2.8759 -2.2283
C 1.1338 3.0055 -3.2691
C 1.2150 4.4700 -3.8407
N -1.1737 -0.4609 -1.2144
C -0.4589 -1.7800 -1.2365
C -1.0822 -2.7121 -0.1383
C -0.7706 -2.5195 1.3656
C -0.6585 -1.0901 1.9774
C -1.3466 -1.0400 3.4195
C -0.3157 -0.4653 4.4803
C 0.4398 -1.6864 5.1267
O 1.3743 -1.2703 6.1207
C 2.7064 -1.3057 5.6127
C 1.1088 -1.7688 -1.3862
C 1.8598 -2.8264 -0.4765
N 2.3478 -2.3296 0.8170
H 4.5425 -0.5895 1.5188
H 3.4750 0.9279 1.8757
H 4.1897 1.6682 -0.5127
H 3.7725 0.1287 -2.2871
H 3.8611 -1.2881 -1.2276
H 1.5577 0.0534 -2.4624
H 1.5178 1.6720 -0.6044
H 1.1236 0.4351 0.6032
H -0.9673 1.3782 -0.2073
H -1.6506 1.9459 -2.3793
H -0.3343 1.0198 -3.1622
H 2.1508 2.7716 -2.8570
H 0.9743 2.3378 -4.1433
H 1.8070 4.3984 -4.7851
H 1.6567 5.1909 -3.1300
H 0.1863 4.7572 -4.1680
H -1.9041 -0.5270 -0.4900
H -1.7225 -0.3326 -2.0742
H -0.8408 -2.2686 -2.1719
H -0.8149 -3.7569 -0.4282
H -2.1967 -2.6681 -0.2859
H -1.5833 -3.0403 1.9330
H 0.1411 -3.1122 1.6285
H 0.3968 -0.7817 2.1824
H -1.1228 -0.2570 1.4070
H -2.2010 -0.3354 3.3644
H -1.6250 -2.0454 3.7934
H -0.8512 0.0629 5.2992
H 0.4093 0.2466 4.0316
H 0.9880 -2.2929 4.3660
H -0.2887 -2.3602 5.6420
H 3.0090 -2.3500 5.3562
H 2.7215 -0.7266 4.6522
H 3.4181 -0.8479 6.3297
H 1.3280 -2.1603 -2.4153
H 2.7772 -3.1058 -1.0554
H 1.2979 -3.7892 -0.3963
H 1.9814 -1.4212 1.0683
H 3.3562 -2.2617 0.7678
C -5.3075 2.0647 -3.3879
C -6.1567 2.6683 -2.3082
O -5.8552 1.8546 -1.1827
C -4.5918 1.4113 -1.3661
O -3.9199 0.9279 -0.5078
O -4.1784 1.5897 -2.6464
F -7.4706 2.5504 -2.5938
H -5.7974 1.2239 -3.8832
H -5.0075 2.7908 -4.1414
H -5.9234 3.7106 -2.0784

Atoms 1-3, force components in eV/Å:
C -0.2905 0.4931 -1.0372
C -0.2908 -0.7972 0.6716
C 2.5328 0.8070 0.2100

[5]
# C22H42IrNP3Se

A molecular structure, C22H42IrNP3Se (ωB97M-V/def2-TZVPD, the Open Molecules 2025 dataset).

Its multiplicity is 6. For the total energy, the calculation gives -120992.665 eV. Its HOMO energy (spin up / spin down) is -0.686 / -0.748 hartree. Its expectation value of S² is 8.79. Its charge is +4. As for the orbital gap (spin up / spin down): 6.4 / 3.8 eV. The calculation puts the energy above the lowest of the compared OMol25 structures with the same formula, charge and spin at 0.0 kcal/mol.

Cartesian coordinates (Å):
Ir -0.0301 -0.9197 0.6163
P -1.5552 -0.8613 2.4197
P 1.1194 -2.8086 0.0091
P -1.5629 -1.1029 -0.9554
H -0.0743 4.1415 -0.0851
C -1.1417 3.9332 -0.1933
C -1.9292 3.7410 0.8751
H -1.5087 3.7200 1.8827
C -0.9715 0.1431 3.8307
C -2.0198 -2.4835 3.1835
C -3.1814 -0.0846 2.1182
C 2.1784 -2.5398 -1.4440
C 2.2745 -3.4061 1.3025
C 0.0779 -4.2736 -0.3559
C -2.4898 0.4453 -1.2118
C -2.8753 -2.3608 -0.6736
C -1.0357 -1.5393 -2.6588
H -1.5477 3.9668 -1.2101
H -3.0056 3.5937 0.7709
H -0.6159 1.1177 3.4736
H -0.1510 -0.3575 4.3567
H -1.8025 0.3063 4.5268
H -1.1183 -3.0883 3.3480
H -2.6926 -3.0395 2.5144
H -2.5016 -2.3110 4.1582
H -3.0425 0.9493 1.7753
H -3.7278 -0.0691 3.0727
H -3.7795 -0.6376 1.3861
H 2.9131 -3.3553 -1.4985
H 2.6968 -1.5769 -1.3521
H 1.5888 -2.5185 -2.3657
H 2.8150 -4.2963 0.9484
H 1.7127 -3.6462 2.2181
H 2.9952 -2.6147 1.5480
H 0.7112 -5.1701 -0.3126
H -0.3926 -4.2088 -1.3433
H -0.7100 -4.3654 0.4031
H -3.1014 0.3542 -2.1182
H -1.7869 1.2779 -1.3503
H -3.1383 0.6736 -0.3612
H -3.5860 -2.3046 -1.5097
H -3.4228 -2.1880 0.2576
H -2.4463 -3.3691 -0.6481
H -1.9267 -1.5412 -3.3060
H -0.5617 -2.5281 -2.7081
H -0.3365 -0.7756 -3.0383
C 1.1652 2.4502 -3.2518
C 0.8270 3.8232 -3.1891
C 1.1363 4.6735 -4.2532
C 1.7884 4.1867 -5.3979
C 2.1437 2.8263 -5.4603
C 1.8410 1.9678 -4.4036
Se 0.8250 1.2497 -1.8628
H -0.1079 -2.0958 1.7347
H 0.3384 4.2049 -2.2908
H 0.8675 5.7284 -4.1883
H 2.0232 4.8550 -6.2309
H 2.6638 2.4330 -6.3375
H 2.1317 0.9139 -4.4280
C 3.1369 1.6387 3.4111
C 2.6177 2.1847 2.2385
C 1.8124 1.4075 1.4073
N 1.4874 0.1369 1.7145
C 2.0405 -0.4254 2.8133
C 2.8616 0.2993 3.6780
H 3.7659 2.2242 4.0813
H 2.8278 3.2031 1.9272
H 1.4277 1.7953 0.4463
H 1.7967 -1.4756 3.0103
H 3.2691 -0.2268 4.5356

Atoms 1-3, force components in eV/Å:
Ir 1.0011 0.9899 1.2552
P -1.4208 -0.0551 1.1972
P 0.3642 -1.4339 0.0498

[6]
# C22H42LaNP3SSe

A molecular structure, C22H42LaNP3SSe (ωB97M-V/def2-TZVPD, the Open Molecules 2025 dataset).

For the total energy, the calculation gives -129867.763 eV. Its HOMO energy is -0.520 hartree. Its charge is +3. As for the orbital gap: 4.1 eV. The calculation puts the energy above the lowest of the compared OMol25 structures with the same formula, charge and spin at 29.9 kcal/mol.

Cartesian coordinates (Å):
La 0.0011 0.0945 1.5231
P -2.5700 -0.0194 0.2136
P 0.0384 -2.4964 0.5929
P -0.1530 2.6571 0.5335
H 1.4449 -0.8023 -1.3109
C 1.7087 0.1304 -0.8108
C 2.4002 0.1727 0.3647
H 2.6206 -0.7217 0.9524
C -2.8772 -0.0595 -1.5948
C -3.5177 -1.4738 0.8519
C -3.6471 1.3652 0.7976
C 1.7706 -3.0864 0.6227
C -0.7889 -3.5544 1.8305
C -0.5933 -2.9715 -1.0497
C 1.5292 3.3803 0.5278
C -1.0511 3.6505 1.7795
C -0.8403 3.0741 -1.1003
H 1.3729 1.0221 -1.3429
H 2.5557 1.0962 0.9271
H -3.9744 -0.1096 -1.7554
H -2.3748 -0.9425 -2.0339
H -2.4506 0.8512 -2.0589
H -4.5617 -1.3414 0.5084
H -3.4711 -1.4803 1.9583
H -3.0960 -2.4215 0.4702
H -4.6746 1.1198 0.4668
H -3.3169 2.3296 0.3706
H -3.6015 1.4257 1.9022
H 1.7058 -4.1753 0.4490
H 2.2252 -2.8579 1.6084
H 2.3612 -2.5754 -0.1589
H -0.8985 -4.5418 1.3393
H -1.7745 -3.1321 2.1129
H -0.1595 -3.6090 2.7438
H -0.2901 -4.0271 -1.1641
H -0.1216 -2.3308 -1.8204
H -1.6892 -2.8437 -1.1023
H 1.3779 4.4560 0.3270
H 2.1466 2.8935 -0.2494
H 2.0141 3.2140 1.5120
H -1.0114 4.6877 1.3938
H -0.5456 3.5554 2.7639
H -2.0924 3.2908 1.8968
H -0.6510 4.1564 -1.2134
H -1.9177 2.8345 -1.1489
H -0.3112 2.4872 -1.8765
C 0.7649 0.1866 -5.5932
C 1.8659 -0.0041 -4.7367
C 3.1679 0.0552 -5.2368
C 3.3913 0.3005 -6.5984
C 2.2999 0.4884 -7.4602
C 0.9969 0.4321 -6.9657
Se -1.0400 0.1312 -4.9629
H -0.6422 -0.1517 -3.5268
H 1.6825 -0.1968 -3.6803
H 4.0112 -0.0917 -4.5607
H 4.4099 0.3442 -6.9851
H 2.4640 0.6793 -8.5208
H 0.1435 0.5773 -7.6295
S -1.7917 0.1024 3.6909
C -0.2680 -0.1759 4.4955
N -0.2787 -1.2942 5.3044
C 0.6756 -1.5590 6.2386
C 1.7514 -0.7016 6.3600
C 1.8372 0.4194 5.5227
C 0.8484 0.6779 4.5716
H -1.0959 -1.8966 5.2296
H 0.5032 -2.4505 6.8313
H 2.5174 -0.9145 7.1105
H 2.6816 1.1012 5.6208
H 0.8535 1.5696 3.9322

Atoms 1-3, force components in eV/Å:
La -0.2621 0.0660 2.5642
P -1.2783 -0.0377 -0.1825
P -0.1453 -0.9896 -0.7170